(w)
Entry from OMol25: a 7-piece molecular cluster, H16NO6 overall (ωB97M-V with the def2-TZVPD basis set).

Output
Net charge: +1
Gap between HOMO and LUMO (hartree): 0.421
LUMO (eV): -3.2

Each line ends with the natural charge from an NBO analysis.
Positions of all 23 atoms, in Å:
N 0.047 0.592 0.158  -0.854
H -0.816 0.173 0.027  0.444
H 0.324 0.147 1.008  0.463
H -0.395 1.537 0.243  0.455
H 0.709 0.510 -0.631  0.476
O -1.838 -0.422 2.282  -0.947
H -1.620 -0.467 3.237  0.481
H -1.640 -1.392 2.212  0.470
O -0.317 -2.197 -1.548  -0.954
H 0.630 -2.324 -1.632  0.477
H -0.669 -3.042 -1.299  0.478
O 1.393 2.820 1.845  -0.981
H 2.008 2.705 2.623  0.495
H 0.504 3.367 2.201  0.487
O -2.493 0.492 -1.814  -0.960
H -2.489 -0.431 -1.578  0.471
H -3.579 0.694 -1.826  0.492
O 1.986 -1.642 1.276  -0.957
H 1.921 -2.193 2.238  0.483
H 2.033 -2.534 0.770  0.477
O 1.320 0.985 -2.959  -0.986
H 1.100 1.940 -3.068  0.488
H 1.876 0.691 -3.771  0.501



(x)
Entry from OMol25: a 7-piece molecular cluster, H16NO6 overall (ωB97M-V with the def2-TZVPD basis set).

Output
Net charge: +1
Gap between HOMO and LUMO (hartree): 0.418
LUMO (eV): -3.3

Each line ends with the natural charge from an NBO analysis.
Positions of all 23 atoms, in Å:
N 0.049 -0.177 0.255  -0.879
H -0.337 -1.156 0.187  0.476
H 0.911 -0.048 0.674  0.449
H -0.729 0.494 0.632  0.489
H 0.070 0.209 -0.639  0.438
O 1.762 -1.385 2.755  -0.970
H 1.347 -2.111 2.221  0.483
H 2.373 -1.851 3.303  0.484
O 0.780 -3.197 0.409  -1.005
H 1.657 -3.271 -0.171  0.508
H 0.478 -4.107 0.616  0.507
O -0.757 1.846 2.474  -0.935
H 0.153 2.114 2.574  0.472
H -1.088 2.710 2.092  0.475
O 1.657 2.192 -2.078  -0.913
H 2.194 2.854 -1.646  0.469
H 0.911 2.587 -1.847  0.445
O -3.271 0.229 0.103  -0.967
H -3.113 -0.298 -0.664  0.481
H -3.767 1.008 -0.022  0.492
O -0.437 0.127 -3.508  -0.969
H 0.310 0.297 -4.054  0.487
H -1.154 0.933 -3.664  0.483



(x) ends up most stable, edging out the next structure by 0.422 eV.